68
Properties=species:S:1:pos:R:3:forces:R:3 method="wB97M-V/def2-TZVPD" e_above_lowest_kcal_mol=316.4 molar_mass_g_mol=625.9 charge=-2
O -0.86197 -2.70349 2.62323 1.8 -0.8 -5.3
C -0.51068 -3.05933 1.40729 -0.6 2.0 12.8
O -1.31886 -3.22180 0.52235 -3.2 -0.5 -5.9
B -0.52796 -3.78408 -0.58019 0.6 -1.0 -2.3
O 0.82902 -4.05109 -0.05383 -1.2 -1.0 -2.6
C 0.77010 -3.68428 1.14833 6.1 0.6 4.4
O 1.73732 -3.75869 1.94746 -3.2 -0.4 -1.8
O -0.35324 -2.85797 -1.78658 1.9 1.8 4.1
C -0.96456 -3.40790 -2.72963 -0.9 -3.7 1.5
O -1.58514 -2.96698 -3.57666 -2.5 4.0 -6.2
C -1.28366 -4.80741 -2.37371 0.2 -2.2 -3.1
O -1.13272 -5.02509 -1.17428 1.7 2.0 7.7
O -1.62558 -5.73137 -3.02765 -1.2 -1.2 -3.6
O -2.60130 -0.29015 -2.28274 -2.1 -1.1 -2.1
C -1.61621 -0.06363 -1.68022 -4.1 0.1 1.6
O -1.61934 0.02229 -0.39091 2.6 1.4 1.5
B -0.20498 0.58840 -0.11189 -1.5 -2.6 -0.1
O 0.43079 0.66306 -1.42420 2.7 1.6 3.1
C -0.41000 0.34148 -2.25447 1.1 -3.1 -9.7
O -0.16105 0.09761 -3.51273 -9.6 4.4 7.1
O 0.47384 -0.41657 0.67212 -0.1 -1.4 -1.7
C 0.67550 0.11580 1.80826 2.7 -2.7 2.5
O 1.43139 -0.32026 2.64760 -3.4 1.9 1.6
C 0.13371 1.42037 1.80344 1.7 1.3 8.5
O -0.17342 1.74374 0.70714 -3.5 2.9 -9.9
O 0.09694 2.16672 2.72800 -0.1 0.9 2.1
O -2.50826 2.18240 4.05339 -3.5 0.0 2.1
H -1.60875 2.23189 3.95854 3.4 0.2 -0.9
H -2.96943 2.03794 3.24846 0.0 -0.1 -1.1
O 0.81297 2.19186 -4.95562 -5.6 3.4 -6.2
H 0.05453 1.77487 -5.66059 3.6 1.3 3.5
H 1.20434 1.54284 -4.49335 2.0 -4.5 2.3
O -2.44902 -0.40167 -5.50198 -1.4 8.6 -5.7
H -2.26679 -0.31883 -4.66224 1.7 1.4 7.3
H -2.46340 -1.23540 -5.58208 -0.2 -10.1 -1.5
O 1.67845 -1.30583 5.43538 0.0 0.0 0.2
H 2.22806 -2.10049 5.65233 -0.9 1.2 -1.5
H 1.49962 -1.05741 4.48497 0.9 -1.2 1.4
O 0.76819 3.97075 4.87243 -0.4 2.3 -0.7
H 0.61647 4.93527 4.53055 0.6 -3.1 0.6
H 1.13586 3.41306 4.14878 -0.3 1.0 0.4
O 4.31410 0.11313 3.66289 -1.2 -2.0 -0.1
H 4.87640 0.70603 3.19243 0.5 0.3 -0.8
H 3.96287 -0.65125 3.04795 0.9 1.7 0.9
O -2.01938 3.89950 0.88610 0.9 -2.8 4.3
H -1.83624 3.92151 0.00276 0.5 0.4 -3.9
H -1.46979 3.04933 1.15047 -1.7 2.9 -0.4
O -4.31517 -2.07207 -0.67254 -3.3 -3.8 0.1
H -4.01872 -1.28749 -0.96790 1.9 4.2 -1.5
H -3.76127 -2.38739 -0.00177 1.4 -0.5 1.5
O -4.54120 1.39613 -3.21809 0.4 0.1 0.3
H -4.09320 0.55121 -3.04595 -0.2 0.3 -0.1
H -5.36962 1.19570 -3.63837 -0.4 -0.3 -0.3
O 3.05163 -1.57450 1.88488 2.9 -3.2 0.1
H 2.47281 -0.85319 1.89384 -0.2 1.5 -0.7
H 2.45609 -2.14290 2.43282 1.1 -0.3 -0.8
O 3.10746 2.95808 3.48741 1.3 1.5 2.3
H 2.72710 2.52164 2.74113 -0.3 -1.4 0.1
H 3.31715 2.50655 4.36221 -1.0 -0.2 -2.6
O 1.54596 2.75380 -2.26134 -1.9 1.3 1.8
H 0.71483 2.28672 -1.96128 1.8 0.8 -1.0
H 1.33525 3.64121 -1.86214 0.8 -0.8 -0.8
O 2.48726 2.34312 0.48279 -3.5 4.4 4.3
H 3.17724 1.82478 0.56608 5.8 -4.0 1.2
H 2.22598 2.15834 -0.34183 -1.9 -0.5 -5.4
O 1.67187 -0.35081 -3.98576 7.6 -3.1 -4.6
H 0.78540 -0.48367 -3.55691 2.4 -1.7 -1.2
H 1.83445 -0.89414 -4.86437 -0.6 1.5 3.0